[1]
116
Properties=species:S:1:pos:R:3 method="wB97M-V/def2-TZVPD" homo_lumo_gap_ev=9.1 lumo_energy_ev=0.6562 smiles="CCCCN[C@H]1[C@@H](S)NC(=O)[C@@]1(C)CCCCCOCC.CCO.CCO.CCO.CCO.CCO.CCO.CCO"
C 0.36 -3.42 0.50
C -0.51 -2.41 -0.27
C 0.28 -1.24 -0.87
C 1.33 -0.63 0.09
N 1.47 0.81 -0.10
C 0.36 1.65 0.22
C -0.58 1.32 1.41
S 0.16 0.94 3.04
N -1.39 2.54 1.52
C -0.68 3.61 0.93
O -1.09 4.72 0.94
C 0.65 3.15 0.35
C 0.90 3.83 -0.99
C 1.72 3.59 1.40
C 3.21 3.52 1.00
C 4.10 2.44 1.64
C 3.98 2.31 3.16
C 4.95 1.30 3.75
O 4.68 -0.01 3.28
C 5.67 -0.62 2.46
C 5.00 -1.44 1.37
H 1.42 -3.34 0.26
H 0.27 -3.28 1.58
H 0.06 -4.45 0.29
H -1.01 -2.92 -1.10
H -1.31 -2.03 0.37
H -0.41 -0.45 -1.20
H 0.79 -1.58 -1.78
H 2.30 -1.08 -0.12
H 1.08 -0.90 1.13
H 2.32 1.15 0.33
H -0.34 1.62 -0.63
H -1.22 0.47 1.15
H 0.00 -0.39 3.00
H -1.61 2.79 2.47
H 0.90 4.91 -0.88
H 1.85 3.52 -1.43
H 0.11 3.55 -1.70
H 1.56 3.05 2.35
H 1.48 4.64 1.60
H 3.30 3.44 -0.09
H 3.65 4.49 1.24
H 5.14 2.70 1.40
H 3.93 1.45 1.19
H 2.97 1.98 3.43
H 4.15 3.28 3.64
H 5.99 1.59 3.52
H 4.86 1.31 4.84
H 6.31 -1.27 3.08
H 6.31 0.15 2.02
H 4.56 -2.36 1.78
H 4.20 -0.86 0.89
H 5.73 -1.72 0.61
C -5.03 -2.58 -2.69
C -3.64 -2.91 -2.17
O -2.61 -2.43 -3.04
H -5.17 -3.00 -3.68
H -5.80 -2.98 -2.03
H -5.17 -1.50 -2.76
H -3.49 -3.99 -2.11
H -3.50 -2.50 -1.16
H -2.70 -1.48 -3.11
C 2.15 8.34 -1.33
C 2.43 7.36 -0.21
O 3.23 6.26 -0.62
H 1.68 7.84 -2.17
H 1.49 9.15 -1.00
H 3.08 8.79 -1.69
H 1.50 6.91 0.15
H 2.89 7.88 0.65
H 4.08 6.59 -0.92
C -7.72 -3.63 -6.77
C -7.39 -4.12 -5.37
O -7.87 -3.24 -4.36
H -7.29 -2.64 -6.93
H -7.32 -4.31 -7.52
H -8.80 -3.57 -6.91
H -6.31 -4.18 -5.23
H -7.81 -5.12 -5.23
H -8.83 -3.19 -4.46
C -9.14 -8.98 -4.62
C -9.71 -7.61 -4.91
O -9.13 -7.00 -6.06
H -8.06 -8.91 -4.48
H -9.58 -9.40 -3.72
H -9.33 -9.67 -5.45
H -9.51 -6.92 -4.09
H -10.80 -7.67 -5.03
H -9.30 -7.57 -6.82
C 7.41 1.36 8.32
C 7.09 2.16 7.08
O 5.71 2.53 7.00
H 6.80 0.46 8.36
H 8.46 1.07 8.33
H 7.22 1.95 9.22
H 7.28 1.57 6.18
H 7.72 3.06 7.02
H 5.50 3.07 7.77
C -1.93 6.58 -1.29
C -1.52 7.81 -0.50
O -1.39 8.97 -1.32
H -1.20 6.38 -2.08
H -1.98 5.71 -0.64
H -2.90 6.73 -1.76
H -0.54 7.66 -0.04
H -2.24 8.00 0.31
H -2.25 9.12 -1.73
C 2.20 -8.29 1.46
C 1.60 -6.93 1.16
O 2.17 -6.33 0.00
H 3.28 -8.22 1.58
H 1.77 -8.71 2.37
H 1.99 -8.99 0.64
H 1.81 -6.23 1.98
H 0.51 -7.00 1.07
H 1.99 -6.90 -0.75

[2]
154
Properties=species:S:1:pos:R:3 method="wB97M-V/def2-TZVPD" homo_lumo_gap_ev=9.2 e_above_lowest_kcal_mol=31.9 lumo_energy_ev=0.5549
C 0.26 -6.30 -2.78
C 1.42 -7.29 -2.75
C 2.79 -6.61 -2.93
O 2.96 -6.19 -4.22
C 3.46 -7.10 -5.13
N 1.33 -8.21 -1.67
H -0.63 -6.86 -2.94
H 0.48 -5.50 -3.53
H 0.17 -5.72 -1.82
H 1.24 -7.94 -3.64
H 3.57 -7.31 -2.59
H 2.82 -5.74 -2.29
H 4.54 -7.37 -4.89
H 3.53 -6.62 -6.10
H 2.83 -8.05 -5.22
H 1.78 -9.07 -1.75
H 1.36 -7.91 -0.73
C 6.23 -0.95 -4.63
C 5.55 -1.76 -3.56
C 4.41 -2.61 -4.14
O 3.42 -1.79 -4.65
C 2.20 -2.38 -5.14
N 6.43 -2.65 -2.89
H 5.57 -0.36 -5.26
H 6.92 -1.52 -5.25
H 6.88 -0.21 -4.10
H 5.06 -1.09 -2.80
H 3.96 -3.27 -3.38
H 4.90 -3.29 -4.87
H 1.94 -3.21 -4.50
H 2.48 -2.74 -6.15
H 1.49 -1.55 -5.15
H 6.95 -3.32 -3.47
H 7.16 -2.27 -2.27
C 5.28 5.49 2.29
C 4.70 4.24 1.76
C 3.81 3.61 2.86
O 2.70 4.49 3.15
C 2.02 4.13 4.30
N 3.86 4.37 0.58
H 4.41 6.03 2.75
H 5.54 6.19 1.48
H 6.08 5.41 3.01
H 5.47 3.54 1.40
H 4.38 3.52 3.75
H 3.45 2.60 2.60
H 1.50 3.17 4.17
H 1.36 4.91 4.70
H 2.81 3.95 5.09
H 2.95 4.84 0.82
H 4.38 4.86 -0.16
C -7.55 3.32 0.23
C -6.20 3.27 -0.47
C -5.11 2.96 0.56
O -5.04 3.97 1.62
C -4.74 5.29 1.22
N -6.25 2.25 -1.56
H -7.57 3.92 1.20
H -7.83 2.27 0.40
H -8.38 3.80 -0.38
H -5.99 4.24 -0.94
H -4.12 2.89 0.10
H -5.34 2.06 1.13
H -5.48 5.72 0.55
H -3.77 5.32 0.74
H -4.76 5.81 2.15
H -6.41 1.35 -1.09
H -5.43 2.13 -2.10
C 2.33 -2.35 0.64
C 1.67 -1.63 1.84
C 2.17 -0.18 1.87
O 1.51 0.59 2.92
C 2.15 0.36 4.19
N 0.24 -1.81 1.87
H 1.95 -1.91 -0.28
H 2.00 -3.42 0.65
H 3.41 -2.38 0.67
H 2.11 -2.12 2.72
H 1.81 0.26 0.90
H 3.24 -0.09 2.00
H 3.18 0.67 4.11
H 2.28 -0.70 4.43
H 1.56 0.91 4.98
H -0.16 -1.63 0.93
H -0.13 -1.09 2.48
C -0.19 -5.76 4.93
C 0.00 -4.33 5.23
C -1.28 -3.56 4.98
O -0.99 -2.20 5.26
C -2.12 -1.44 5.00
N 0.53 -4.14 6.56
H -0.40 -5.97 3.88
H -1.02 -6.23 5.50
H 0.68 -6.32 5.15
H 0.60 -3.86 4.47
H -2.19 -3.79 5.54
H -1.49 -3.61 3.90
H -1.81 -0.35 4.98
H -2.96 -1.75 5.67
H -2.46 -1.68 3.96
H 0.51 -3.24 6.92
H 0.03 -4.76 7.19
C -3.87 5.13 -2.91
C -2.70 4.26 -2.53
C -2.33 3.25 -3.66
O -3.42 2.56 -4.12
C -3.17 1.24 -4.51
N -1.52 5.12 -2.22
H -3.56 5.73 -3.77
H -4.13 5.81 -2.14
H -4.77 4.57 -3.22
H -2.82 3.58 -1.64
H -1.55 2.60 -3.35
H -1.88 3.81 -4.51
H -2.39 1.27 -5.23
H -4.06 0.84 -5.07
H -2.90 0.62 -3.65
H -1.06 5.34 -3.09
H -0.90 4.55 -1.66
C -1.00 3.79 1.60
C -1.50 2.41 1.22
C -0.80 1.94 -0.04
O -1.28 0.64 -0.31
C -0.53 -0.04 -1.31
N -1.27 1.43 2.38
H -1.66 4.18 2.43
H -1.04 4.51 0.83
H 0.02 3.74 2.06
H -2.63 2.55 1.15
H 0.24 1.85 0.21
H -0.95 2.67 -0.85
H -1.17 -0.83 -1.69
H 0.40 -0.57 -0.90
H -0.35 0.61 -2.16
H -0.30 1.16 2.43
H -1.77 0.52 2.42
O -3.90 2.17 3.57
H -4.34 2.80 3.02
H -2.98 2.08 3.39
O 2.65 -0.15 -2.36
H 2.87 -0.50 -3.22
H 2.63 0.78 -2.46
O -3.50 -1.81 -2.88
H -3.61 -1.42 -2.00
H -4.32 -1.99 -3.30
O -4.96 -0.53 2.69
H -4.61 0.33 2.98
H -5.62 -0.86 3.32
O 2.12 3.15 -1.22
H 1.60 2.44 -0.81
H 2.88 3.30 -0.64
O -3.92 -0.78 -0.02
H -2.98 -0.49 0.14
H -4.31 -0.99 0.88

[3]
44
Properties=species:S:1:pos:R:3 method="wB97M-V/def2-TZVPD" homo_lumo_gap_ev=9.1 e_above_lowest_kcal_mol=51.6 lumo_energy_ev=0.5211 smiles="C[C@H](SCc1ccccc1)C(=O)NN=C1CCN(C)CC1"
C -1.13 3.82 0.15
C -1.46 2.36 0.43
S -0.62 1.72 1.94
C 1.09 1.40 1.36
C 1.86 2.66 1.09
C 2.14 3.54 2.13
C 2.84 4.70 1.88
C 3.27 5.00 0.60
C 2.98 4.13 -0.44
C 2.28 2.96 -0.20
C -1.12 1.45 -0.74
O -0.57 1.83 -1.74
N -1.49 0.16 -0.50
N -1.26 -0.82 -1.41
C -1.55 -2.03 -1.19
C -1.24 -3.02 -2.28
C -0.35 -4.13 -1.72
N -1.01 -4.76 -0.58
C -0.31 -5.94 -0.14
C -1.19 -3.80 0.49
C -2.12 -2.67 0.04
H -1.28 4.42 1.04
H -0.10 3.92 -0.18
H -1.78 4.18 -0.64
H -2.52 2.25 0.68
H 1.53 0.84 2.19
H 1.03 0.77 0.48
H 1.80 3.31 3.13
H 3.06 5.38 2.69
H 3.81 5.91 0.40
H 3.31 4.36 -1.45
H 2.04 2.29 -1.01
H -1.90 -0.06 0.41
H -0.74 -2.51 -3.10
H -2.17 -3.46 -2.63
H -0.20 -4.89 -2.49
H 0.63 -3.72 -1.44
H -0.25 -6.65 -0.96
H -0.86 -6.41 0.67
H 0.71 -5.73 0.22
H -1.63 -4.32 1.34
H -0.22 -3.37 0.82
H -2.25 -1.97 0.87
H -3.09 -3.10 -0.21